Entry 1:
Entry from the Open Molecules 2025 dataset: a molecular structure, C50H34BrClF4N5O4PPrS2 (ωB97M-V/def2-TZVPD).

Last column: Mulliken spin population.
Geometry (Å):
Pr: -0.2905 0.7801 -0.5007  2.014
Cl: -2.3826 -2.2247 -1.0710  0.000
C: -1.6500 -3.5691 -1.9302  0.000
C: -2.4350 -4.1778 -2.8922  0.000
C: -1.9208 -5.3307 -3.5813  0.000
C: -0.6050 -5.7112 -3.2728  0.000
C: 0.1898 -4.9350 -2.4328  0.000
C: -0.2994 -3.8689 -1.7434  -0.001
P: 0.7795 -2.8414 -0.6856  0.002
C: 0.7797 -3.9912 0.7208  -0.002
C: 1.4808 -5.1651 0.6900  0.000
C: 1.4311 -5.9929 1.8004  0.000
C: 0.7180 -5.6922 2.9179  0.000
C: -0.1337 -4.5878 2.9057  0.000
C: -0.0464 -3.7127 1.7978  0.000
C: 2.3876 -3.1738 -1.5349  0.000
C: 2.3974 -2.7860 -2.8919  -0.001
C: 3.5880 -2.8032 -3.6076  0.000
C: 4.7659 -3.2952 -3.0051  0.000
C: 4.7613 -3.7026 -1.6939  0.000
C: 3.5881 -3.5999 -0.9417  0.000
H: -3.4787 -3.8225 -3.0386  0.000
H: -2.5453 -5.8757 -4.3107  0.000
H: -0.1722 -6.6193 -3.7786  0.000
H: 1.2147 -5.2529 -2.3200  0.000
H: 1.9950 -5.4450 -0.2283  0.000
H: 2.0497 -6.8992 1.7947  0.000
H: 0.7433 -6.2819 3.8770  0.000
H: -0.8891 -4.4219 3.6956  0.000
H: -0.7436 -2.9050 1.7412  0.000
H: 1.5342 -2.4550 -3.4480  0.000
H: 3.6056 -2.3125 -4.5911  0.000
H: 5.6464 -3.3672 -3.6535  0.000
H: 5.6348 -4.1689 -1.1995  0.000
H: 3.6457 -3.9013 0.0869  0.000
S: 3.9668 -1.8809 3.5110  0.000
C: 4.2586 -2.5979 5.1042  0.000
C: 3.8081 -1.8485 6.1578  0.000
C: 3.0790 -0.7491 5.7163  0.000
C: 3.1137 -0.5758 4.3054  0.000
C: 2.4295 0.5298 3.5874  0.000
C: 1.6124 0.2331 2.5064  0.003
N: 0.9018 1.1904 1.8684  0.004
C: 1.0109 2.4412 2.2788  0.001
C: 1.7992 2.8074 3.4441  -0.001
C: 1.9136 4.1809 3.8279  -0.001
C: 1.2702 5.1805 3.1383  0.000
C: 0.4665 4.8364 2.0087  -0.001
C: -0.3333 5.8452 1.4517  0.001
C: -1.0646 5.5281 0.3233  0.000
C: -0.8281 4.2809 -0.2856  0.002
N: -0.3088 3.2595 0.3974  0.006
C: 0.3812 3.4893 1.5241  -0.008
C: -1.9754 6.5622 -0.2069  0.000
C: -2.5187 6.7005 -1.4681  0.000
C: -3.1435 7.9675 -1.6728  0.000
C: -3.1479 8.7367 -0.5447  0.000
S: -2.2624 7.9843 0.7181  0.000
C: 2.4720 1.8094 4.1074  0.001
H: 4.7373 -3.6087 5.1476  0.000
H: 3.9851 -2.0902 7.1885  0.000
H: 2.4941 -0.0356 6.3256  0.000
H: 1.5348 -0.8046 2.1687  -0.002
H: 2.4512 4.3635 4.7569  0.000
H: 1.4469 6.2101 3.3669  0.000
H: -0.3968 6.8049 1.9401  0.000
H: -1.2904 4.0712 -1.2545  -0.002
H: -2.4655 5.8895 -2.1665  0.000
H: -3.5260 8.3002 -2.6377  0.000
H: -3.7205 9.6737 -0.4286  0.000
H: 3.1090 2.0701 4.9493  0.000
F: -5.4542 -1.5302 3.8854  0.000
C: -5.8299 -0.3870 3.2076  0.000
F: -6.8265 -0.7427 2.3240  0.000
F: -6.4497 0.3881 4.1421  0.000
C: -4.6815 0.1726 2.5458  0.000
C: -3.4325 0.2984 3.1639  0.000
C: -2.2987 0.5633 2.4179  0.002
N: -2.3535 0.7216 1.0973  0.001
C: -3.5234 0.7345 0.4988  0.001
C: -4.7052 0.4755 1.1463  -0.001
H: -3.2898 0.1157 4.2883  0.000
H: -1.3024 0.6314 2.8935  0.000
H: -3.5294 0.9087 -0.5356  -0.001
H: -5.6915 0.3813 0.6866  0.000
Br: 2.2669 1.5948 -1.2423  -0.010
F: 1.6475 2.7665 -6.8209  0.000
C: 1.1506 1.8663 -5.9583  0.000
C: -0.1404 1.9237 -5.5153  0.000
N: -0.5981 1.2170 -4.4449  0.001
C: -2.0102 1.4568 -4.0509  0.000
C: -2.0700 2.4878 -2.8402  0.002
O: -2.2964 3.6894 -3.0352  0.000
O: -1.8395 1.9835 -1.6812  -0.004
C: 0.1871 0.2843 -3.8003  -0.003
O: 0.0207 -0.2273 -2.6759  -0.006
N: 1.3022 -0.0602 -4.5563  0.000
C: 2.0249 0.7547 -5.5034  0.000
O: 3.1645 0.5297 -5.8494  0.000
H: -0.8744 2.6540 -5.9228  0.000
H: -2.5256 0.5166 -3.7894  0.000
H: -2.5366 1.9156 -4.8942  0.000
H: 1.8902 -0.7304 -4.0105  0.000

Summary:
<S²>: 2.0019
LUMO energy (spin up / spin down), eV: -3.1 / -3.1
Highest occupied orbital energy (spin up / spin down), eV: -10.22 / -10.22
Total charge: +1
HOMO-LUMO gap (spin up / spin down), eV: 7.078 / 7.096
Multiplicity: 3

---

Entry 2:
Entry from the Open Molecules 2025 dataset: a molecular structure, C61H70Ge2IrN2O2S5 (ωB97M-V/def2-TZVPD).

Last column: Mulliken charge in e.
Geometry (Å):
Ir: 2.3033 1.4339 0.3215  3.489
C: -1.4940 0.2740 6.0471  -1.483
C: -2.2146 0.6510 4.7891  0.859
C: -1.9208 1.8594 4.1645  -0.810
C: -2.5479 2.2346 2.9886  1.579
C: -2.2700 3.5864 2.3864  -1.642
C: -3.4499 1.3452 2.3819  0.210
C: -3.7741 0.1429 3.0044  1.284
C: -4.7296 -0.8444 2.3869  -1.907
C: -3.1580 -0.1782 4.2109  -0.528
C: -4.0434 1.7196 1.0658  -0.461
C: -5.3154 2.2865 1.0546  0.042
C: -5.8906 2.7268 -0.1245  -1.028
C: -5.1759 2.6407 -1.3048  0.074
C: -3.8973 2.0926 -1.3199  -0.720
C: -3.3327 1.5864 -0.1365  -0.375
Ge: -1.5259 0.7679 -0.1829  -1.696
S: 0.0296 2.2501 0.0164  -1.212
S: -1.1061 -0.5506 -1.9794  0.540
Ge: 0.1136 -1.5795 -0.3875  -1.316
S: 2.1534 -0.7847 -0.2774  -0.630
S: -1.1993 -0.9109 1.2844  0.374
C: 0.2947 -3.5234 -0.6272  -0.493
C: 0.0597 -4.1359 -1.8583  -0.552
C: 0.1902 -5.5209 -1.9772  0.044
C: 0.5708 -6.2931 -0.8922  -1.053
C: 0.8230 -5.6757 0.3248  -0.339
C: 0.6839 -4.2985 0.4639  -0.026
C: 0.9732 -3.6884 1.7948  0.826
C: 2.2760 -3.2877 2.0902  0.823
C: 3.3951 -3.4432 1.0964  -1.804
C: 2.5576 -2.7832 3.3543  -0.839
C: 1.5853 -2.6870 4.3322  0.858
C: 1.9341 -2.1773 5.7034  -1.402
C: 0.2890 -3.0906 4.0180  -0.509
C: -0.0329 -3.5953 2.7654  0.946
C: -1.4311 -4.0715 2.4773  -1.253
C: -0.3173 -3.3912 -3.0996  0.360
C: 0.6662 -2.8202 -3.9115  1.576
C: 2.1105 -2.8022 -3.4913  -1.720
C: 0.2893 -2.2538 -5.1259  -1.173
C: -1.0298 -2.2564 -5.5541  0.688
C: -1.4013 -1.7172 -6.9085  -1.736
C: -1.9937 -2.8062 -4.7181  -0.431
C: -1.6581 -3.3639 -3.4936  1.074
C: -2.7277 -3.8955 -2.5810  -1.923
C: -3.1269 2.1022 -2.6012  0.636
C: -3.2599 1.0761 -3.5362  0.363
C: -4.2097 -0.0750 -3.3358  -1.462
C: -2.4571 1.0877 -4.6753  0.076
C: -1.5371 2.0921 -4.9040  0.736
C: -0.6078 2.0395 -6.0849  -1.560
C: -1.4703 3.1451 -3.9948  -0.781
C: -2.2590 3.1758 -2.8555  1.198
C: -2.2040 4.3626 -1.9339  -1.594
H: -0.4320 0.4846 5.9274  0.113
H: -1.6267 -0.7837 6.2762  0.318
H: -1.8619 0.8524 6.8997  0.417
H: -1.1569 2.5016 4.5892  0.173
H: -1.5506 4.1284 2.9994  0.430
H: -3.1851 4.1790 2.3144  0.374
H: -1.8480 3.4973 1.3829  0.102
H: -4.9548 -0.5986 1.3503  0.279
H: -5.6724 -0.8778 2.9394  0.456
H: -4.2933 -1.8429 2.4035  0.206
H: -3.3854 -1.1325 4.6764  0.243
H: -5.8481 2.3806 1.9934  0.480
H: -6.8845 3.1573 -0.1192  0.381
H: -5.5970 3.0126 -2.2318  0.477
H: -0.0023 -5.9801 -2.9401  0.501
H: 0.6763 -7.3660 -0.9951  0.411
H: 1.1333 -6.2562 1.1854  0.513
H: 3.0412 -3.3864 0.0693  0.158
H: 3.8865 -4.4116 1.2307  0.412
H: 4.1373 -2.6574 1.2351  0.390
H: 3.5669 -2.4512 3.5738  0.297
H: 2.9575 -1.8002 5.7262  0.280
H: 1.8469 -2.9709 6.4480  0.428
H: 1.2740 -1.3657 5.9973  0.115
H: -0.4917 -3.0069 4.7681  0.299
H: -2.1026 -3.7904 3.2881  0.413
H: -1.4584 -5.1593 2.3694  0.363
H: -1.8188 -3.6421 1.5538  0.081
H: 2.4234 -3.7693 -3.0941  0.331
H: 2.2789 -2.0625 -2.7030  0.083
H: 2.7525 -2.5499 -4.3361  0.494
H: 1.0528 -1.8110 -5.7572  0.322
H: -0.7152 -0.9299 -7.2215  0.287
H: -2.4140 -1.3121 -6.9131  0.394
H: -1.3631 -2.5073 -7.6622  0.429
H: -3.0360 -2.7884 -5.0212  0.308
H: -3.7185 -3.6751 -2.9780  0.386
H: -2.6449 -3.4345 -1.5943  0.173
H: -2.6419 -4.9754 -2.4454  0.515
H: -4.8101 0.0423 -2.4368  0.269
H: -3.6437 -1.0056 -3.2437  -0.083
H: -4.8834 -0.1693 -4.1901  0.549
H: -2.5334 0.2625 -5.3768  0.305
H: -0.9751 1.3506 -6.8460  0.368
H: 0.3814 1.6932 -5.7747  0.192
H: -0.4862 3.0232 -6.5414  0.434
H: -0.7862 3.9671 -4.1819  0.322
H: -1.6027 5.1574 -2.3759  0.494
H: -1.7567 4.0968 -0.9790  0.077
H: -3.2051 4.7529 -1.7348  0.389
C: 1.4384 3.9842 1.6658  -1.311
N: 2.5289 3.5421 0.7948  0.017
C: 3.7789 3.9438 1.4373  -1.427
C: 2.3979 4.1163 -0.5508  -0.434
C: 3.3188 3.3757 -1.4897  -0.790
N: 2.7999 2.0152 -1.6739  0.277
C: 1.6973 1.9817 -2.6632  -0.268
C: 3.8696 1.1857 -2.2929  -1.020
H: 1.4785 5.0745 1.8073  0.398
H: 1.5421 3.5000 2.6372  0.279
H: 0.4761 3.7117 1.2501  0.375
H: 3.7811 5.0297 1.6113  0.382
H: 4.6456 3.6705 0.8473  0.363
H: 3.8728 3.4299 2.3926  0.391
H: 2.6483 5.1903 -0.5706  0.587
H: 1.3570 4.0160 -0.8631  0.029
H: 4.3025 3.2834 -1.0325  0.430
H: 3.4477 3.8878 -2.4515  0.516
H: 2.0734 2.3747 -3.6135  0.488
H: 0.8414 2.5576 -2.3192  -0.180
H: 1.3720 0.9481 -2.7866  -0.258
H: 4.1099 1.5856 -3.2850  0.337
H: 3.5104 0.1643 -2.3805  0.179
H: 4.7585 1.1971 -1.6690  0.406
O: 1.5434 1.3243 4.3870  -0.732
C: 2.2181 1.1311 3.3747  0.170
O: 1.6729 1.0243 2.2196  0.646
C: 3.7118 0.8956 3.5692  -0.348
C: 4.0932 0.6783 4.8983  -1.172
C: 5.3945 0.4002 5.2633  -0.747
C: 6.3718 0.3334 4.2744  -0.647
C: 6.0258 0.5529 2.9593  -1.179
C: 4.7062 0.8463 2.5761  1.911
S: 4.5288 1.2146 0.8679  -0.835
H: 3.3093 0.7429 5.6401  0.593
H: 5.6458 0.2331 6.3028  0.393
H: 7.4006 0.1080 4.5287  0.375
H: 6.7798 0.5021 2.1829  0.464

Summary:
LUMO energy, eV: 2.0
Highest occupied orbital energy, eV: -4.50
Total charge: -1
HOMO-LUMO gap, eV: 6.469

---

Q: Among the records above, which one has the highest total charge?
A: C50H34BrClF4N5O4PPrS2